Record 1
# C11H17F3O5S3

A 2-piece molecular cluster, C11H17F3O5S3 overall at a distorted geometry (wB97M-V/def2-TZVPD, the Open Molecules 2025 dataset).

* HOMO energy: -7.80 eV
* E_LUMO: -0.048 Ha

Each line ends with the natural charge from an NBO analysis.
Atoms and positions in Å:
C -3.39645 -1.94011 2.40666  -0.312
C -2.48765 -2.15339 1.46249  -0.015
C -1.20951 -2.35719 0.46902  -0.451
C 0.07401 -1.63192 1.18901  -0.427
C 0.92483 -0.69602 0.16609  -0.543
S 0.87607 1.05693 0.84453  0.781
C 2.62449 1.73887 1.03823  -0.535
C 2.43646 3.32621 1.41524  -0.443
C 3.63631 3.83494 2.39316  -0.523
S 2.95903 3.79792 4.12717  -0.079
C -0.00737 2.18854 -0.36957  -0.653
C -1.53987 1.64793 -0.49889  0.775
O -2.04932 0.86475 0.35361  -0.491
O -2.30086 2.15166 -1.62518  -0.661
H -3.89413 -1.48575 3.35129  0.269
H -1.37042 -1.80468 -0.53319  0.267
H -0.99365 -3.48662 0.29419  0.288
H 0.70920 -2.40242 1.76254  0.241
H -0.39174 -0.91752 1.98638  0.240
H 0.45484 -0.73635 -0.90024  0.294
H 2.00560 -1.09694 0.12898  0.274
H 3.15817 1.22627 1.94106  0.276
H 3.25929 1.60720 0.07134  0.260
H 1.43902 3.52972 1.96920  0.233
H 2.37899 3.93557 0.42665  0.233
H 3.93181 4.88427 2.02924  0.250
H 4.48082 3.05779 2.31096  0.221
H 3.70144 4.71732 4.90330  0.171
H 0.51756 2.21747 -1.39990  0.283
H -0.06756 3.22484 0.13882  0.281
H -2.18749 3.14349 -1.54518  0.487
C -3.08296 -3.90928 -3.91383  0.690
F -3.45898 -4.37982 -5.13256  -0.329
F -3.58668 -2.64697 -3.82992  -0.339
F -3.77168 -4.64631 -3.00108  -0.333
S -1.23978 -3.97172 -3.65246  2.325
O -0.67191 -3.13575 -4.70762  -0.990
O -0.88028 -5.38091 -3.77587  -0.976
O -1.02314 -3.43373 -2.30815  -1.042

Forces on the atoms, in the same order (eV/Å):
5.6901 -0.2285 -4.3760
-3.5334 1.1007 4.6601
-0.6379 0.4070 0.9609
-1.2747 0.6594 0.8085
-0.2017 -1.8319 -0.5062
0.3745 -0.0808 -0.0249
0.6578 1.2817 -0.0505
-0.1536 -0.0231 -0.0997
-0.0823 -0.1954 -1.2903
0.4921 0.7411 0.2409
-0.6158 0.0250 -0.8065
-2.3636 -2.1310 2.0788
2.7888 3.5546 -4.2048
2.2466 0.5198 3.1012
0.8972 -1.3043 -2.4272
-0.1639 -1.3569 1.6320
-0.6159 2.2072 0.1098
-0.7337 1.3376 -1.1650
0.9076 -1.3663 -1.3114
0.9203 0.2776 1.8426
-1.5502 1.1864 -0.0820
-1.3974 0.5183 -1.7036
-1.2543 0.1417 1.7392
1.5353 -0.5819 -0.8628
0.3508 -1.0126 1.7616
-0.1920 -1.7263 0.8432
-0.9993 1.5944 0.0708
-0.4630 -0.9685 -1.3800
-0.8935 0.0247 1.7624
0.3187 -1.6741 -0.8786
-0.2233 -1.3316 -0.6007
-1.3658 -0.0669 -0.2274
0.6018 0.2540 0.6965
0.5843 -0.5164 0.0428
0.7046 0.3647 -0.3531
2.2684 -0.5730 -0.4597
-0.9938 -0.1873 0.5658
-0.9416 0.8525 0.1396
-0.6880 0.1084 -0.2462


Record 2
# C11H17IN2O

An isolated molecule of C11H17IN2O at a distorted geometry (wB97M-V/def2-TZVPD, the Open Molecules 2025 dataset).

* HOMO energy: -7.92 eV
* E_LUMO: -0.018 Ha
* ΔE to the lowest compared entry with this formula, charge and spin: 0.0 kJ/mol

Each line ends with the natural charge from an NBO analysis.
Atoms and positions in Å:
C 3.87841 -0.66265 1.78777  0.314
C 3.82142 -0.79775 -0.34874  0.063
C 2.96340 0.17819 0.09394  -0.016
C -1.67899 0.75014 1.78275  0.329
C -0.37769 -0.02028 2.12233  -0.670
C 3.32395 -1.15074 -2.74560  -0.600
C -2.69033 2.91654 0.78821  -0.622
C -1.51512 0.86749 -1.21521  -0.771
C 4.37343 -1.21643 -1.67990  -0.428
C -1.40112 2.03633 1.02426  -0.426
C -0.73813 1.89351 -0.41602  -0.068
N 4.41919 -1.26006 0.76785  -0.454
N -2.81066 0.25392 2.02142  -0.624
O 3.02319 0.29763 1.44546  -0.431
I 1.50917 1.63973 -0.47338  0.562
H 4.04917 -0.79984 2.84447  0.195
H -0.54903 -0.83309 2.75670  0.231
H 0.29838 0.66171 2.57772  0.215
H 0.14329 -0.33767 1.19934  0.217
H 3.65187 -1.86149 -3.50833  0.215
H 3.04684 -0.22959 -3.10641  0.212
H 2.47108 -1.79438 -2.29101  0.202
H -3.17193 3.06481 1.78905  0.228
H -3.40873 2.48251 0.06746  0.211
H -2.39639 3.83445 0.27877  0.235
H -0.97160 0.64738 -2.05256  0.217
H -2.60051 1.01083 -1.41972  0.252
H -1.51959 -0.07405 -0.64293  0.215
H 5.17269 -0.58376 -1.94176  0.217
H 4.90288 -2.16443 -1.73238  0.232
H -0.66404 2.52263 1.60127  0.217
H -3.52718 0.87739 1.67425  0.329

Forces on the atoms, in the same order (eV/Å):
1.1004 -0.2775 -0.0669
0.3459 0.9838 0.0840
-0.7740 1.0156 -1.4383
1.5746 -0.8342 -0.8642
-0.9461 1.2223 -1.5610
-0.8681 -5.1093 1.1647
0.5711 -0.5046 0.3223
-0.5162 -0.5752 2.3032
-0.7120 0.5362 0.1265
-0.5846 -0.2916 -1.9298
-1.9163 0.2510 1.1417
0.4639 -1.2029 2.4070
-0.0820 -0.2970 0.3673
0.0467 -1.0323 0.1537
-0.5058 -0.0432 -0.7887
0.1847 -0.0945 -0.1261
-0.4015 -1.2667 0.8575
0.7071 0.6078 0.5976
-0.4901 -0.0727 0.3592
-0.0277 0.6793 -0.6554
-0.7549 2.0168 -0.7044
0.6237 1.6193 -0.9147
0.2845 0.2508 -1.0427
0.3033 -0.2647 0.6458
0.0142 0.2744 0.5592
0.9355 -0.4300 -2.6804
0.8989 0.6261 0.1552
-0.1251 -0.0455 0.0053
1.0707 1.3909 -0.1381
-0.6030 -0.4644 0.8690
0.5953 1.1988 0.8460
-0.4130 0.1331 -0.0548


Record 3
# C11H17IrN2O4S3

C11H17IrN2O4S3 as an isolated structure (wB97M-V/def2-TZVPD, the Open Molecules 2025 dataset).

* HOMO energy (spin up / spin down): -11.69 / -12.82 eV
* 2S+1: 6
* E_LUMO (spin up / spin down): -0.163 / -0.251 Ha
* charge: +1
* ΔE to the lowest compared entry with this formula, charge and spin: 21.1 kJ/mol

Each line ends with the Mulliken spin population.
Atoms and positions in Å:
Ir 2.33525 0.25723 -0.63203  2.337
S 3.38411 -2.46518 2.74696  1.098
C 3.32747 -1.37219 1.47958  -0.043
S 3.68737 -1.68039 -0.13262  0.317
S 2.60526 0.18535 1.83418  0.799
C 1.68093 3.57577 -1.50160  0.021
C 2.78819 2.91341 -2.27712  -0.005
O 3.46188 1.89258 -1.46371  0.059
H 1.18133 4.30117 -2.14302  0.001
H 2.05783 4.10453 -0.62570  0.003
H 0.93090 2.84551 -1.18663  -0.009
H 3.56115 3.61170 -2.59631  0.000
H 2.42450 2.36547 -3.14395  0.001
H 4.07172 2.31342 -0.84570  0.000
C -1.15528 -3.56624 0.51067  0.001
C -1.83848 -2.50153 1.35282  -0.003
C -1.68610 -1.08005 0.77590  0.034
C -2.42263 -0.05251 1.67086  -0.001
C -2.22394 1.39217 1.24514  0.000
C -2.34331 -1.04640 -0.59785  0.001
O -3.47777 -1.39438 -0.77942  0.005
N -1.58357 -0.55425 -1.65378  0.001
C -0.28325 -0.15419 -1.58802  0.004
O 0.32902 0.30336 -2.53832  0.023
N 0.38610 -0.27472 -0.37084  0.183
C -0.21433 -0.70347 0.76126  -0.010
O 0.41414 -0.78413 1.81949  0.184
H -1.23480 -4.54251 0.98525  0.000
H -0.09035 -3.35649 0.38153  0.000
H -1.60873 -3.64902 -0.47777  -0.001
H -1.43191 -2.48927 2.36429  0.000
H -2.90821 -2.69767 1.42743  0.000
H -2.07135 -0.20574 2.69231  0.000
H -3.47898 -0.32220 1.64048  0.001
H -1.18487 1.70940 1.36145  -0.001
H -2.83356 2.05638 1.85507  0.000
H -2.51696 1.55454 0.20569  0.000
H -2.03876 -0.48946 -2.55595  0.000

Forces on the atoms, in the same order (eV/Å):
0.0577 -0.0688 0.3353
0.1320 0.1171 -0.1492
-0.3879 -0.1920 0.2225
0.1591 -0.0170 -0.0408
0.2442 0.0765 -0.3152
-0.0510 0.0301 -0.0485
0.0394 -0.0916 -0.0910
0.1910 0.0728 0.1293
-0.0207 0.0266 -0.0007
0.0231 -0.0005 0.0087
0.0262 -0.0096 -0.0196
-0.0486 0.0018 -0.0051
-0.0475 0.0404 0.0371
-0.0247 0.0630 -0.0160
0.0285 -0.0626 -0.0241
-0.0254 0.0963 0.0509
-0.0381 -0.0172 -0.0756
-0.0039 -0.1532 0.0433
-0.0143 0.1057 -0.0264
0.0260 0.0482 0.0728
0.0309 0.0028 0.0286
-0.0098 0.0012 -0.1086
0.1864 0.0416 0.0206
-0.1367 -0.0562 0.0481
-0.3190 -0.0035 -0.2803
-0.0134 0.0402 -0.0069
-0.0449 -0.1175 0.2673
-0.0192 -0.0118 0.0079
0.0440 0.0039 -0.0019
-0.0070 0.0056 -0.0317
-0.0001 0.0116 -0.0016
0.0073 -0.0174 -0.0137
-0.0003 0.0224 -0.0123
0.0072 0.0078 -0.0069
0.0218 0.0018 -0.0056
0.0038 -0.0003 0.0204
-0.0190 0.0014 -0.0164
0.0031 0.0003 0.0056